1.
# C49H48F40O7

6 unconnected molecules or ions with the total composition C49H48F40O7 (ωB97M-V/def2-TZVPD, OMol25).

Results
E: -6416.92015 a.u.
SMILES: CCCCCCCCCCc1ccc2c(c1)C(=O)c1ccccc1C2=O.FC(F)C(F)(F)COC(F)(F)C(F)F.FC(F)C(F)(F)COC(F)(F)C(F)F.FC(F)C(F)(F)COC(F)(F)C(F)F.FC(F)C(F)(F)COC(F)(F)C(F)F.FC(F)C(F)(F)COC(F)(F)C(F)F
molecular weight: 1508.8 g mol⁻¹

Element x y z (Å)
C1 0.490 -5.669 3.487
C2 1.997 -5.173 3.153
C3 2.656 -4.284 4.309
C4 2.046 -2.807 4.477
C5 1.530 -2.116 3.128
C6 2.737 -1.580 2.166
C7 2.028 -0.701 1.022
C8 2.085 0.892 1.233
C9 2.065 1.408 2.747
C10 0.971 2.573 3.008
C11 -0.482 1.999 3.372
C12 -1.329 2.492 4.604
C13 -2.764 1.951 4.921
C14 -3.389 0.871 4.003
C15 -2.526 0.386 2.797
C16 -1.121 0.929 2.455
C17 -3.122 -0.735 1.854
O1 -2.623 -0.897 0.695
C18 -4.362 -1.658 2.256
C19 -4.626 -2.972 1.496
C20 -5.880 -3.831 1.888
C21 -6.790 -3.308 3.033
C22 -6.486 -1.989 3.827
C23 -5.245 -1.123 3.445
C24 -4.855 0.243 4.207
O2 -5.695 0.830 4.953
H1 -0.308 -4.881 3.251
H2 0.275 -6.576 2.800
H3 0.406 -6.055 4.571
H4 2.645 -6.098 2.977
H5 1.937 -4.627 2.137
H6 3.807 -4.214 4.250
H7 2.446 -4.838 5.304
H8 1.202 -2.767 5.269
H9 2.891 -2.153 4.924
H10 0.837 -1.244 3.453
H11 0.884 -2.782 2.458
H12 3.187 -2.507 1.677
H13 3.516 -0.985 2.773
H14 0.979 -1.130 0.864
H15 2.604 -0.924 0.041
H16 1.156 1.344 0.706
H17 2.983 1.289 0.622
H18 1.888 0.614 3.544
H19 3.105 1.868 2.961
H20 0.848 3.124 2.002
H21 1.322 3.320 3.805
H22 -0.815 3.295 5.249
H23 -3.361 2.348 5.812
H24 -0.585 0.534 1.534
H25 -3.913 -3.296 0.667
H26 -6.072 -4.784 1.290
H27 -7.717 -3.918 3.294
H28 -7.186 -1.678 4.684
F1 -0.299 -6.698 -3.356
C25 0.359 -5.793 -2.608
F2 1.375 -6.463 -2.005
C26 -0.534 -5.130 -1.558
F3 -0.975 -6.034 -0.648
F4 0.238 -4.246 -0.860
C27 -1.742 -4.336 -2.100
O3 -3.015 -5.002 -2.105
C28 -3.294 -5.838 -3.210
F5 -2.374 -5.634 -4.172
F6 -4.468 -5.398 -3.721
C29 -3.432 -7.314 -2.818
F7 -2.314 -7.782 -2.225
F8 -3.646 -8.084 -3.912
H29 0.803 -5.048 -3.274
H30 -1.887 -3.499 -1.411
H31 -1.528 -3.865 -3.063
H32 -4.266 -7.453 -2.125
F9 1.426 -0.226 -4.823
C30 1.481 -1.544 -5.085
F10 0.392 -2.097 -4.488
C31 2.760 -2.200 -4.563
F11 2.824 -2.143 -3.211
F12 2.698 -3.529 -4.877
C32 4.085 -1.665 -5.150
O4 4.802 -0.698 -4.369
C33 4.416 0.656 -4.493
F13 3.583 0.791 -5.543
F14 5.541 1.333 -4.823
C34 3.840 1.231 -3.193
F15 2.762 0.537 -2.772
F16 3.434 2.512 -3.368
H33 1.376 -1.688 -6.164
H34 4.763 -2.522 -5.193
H35 3.979 -1.346 -6.191
H36 4.588 1.210 -2.396
F17 -3.826 6.703 6.715
C35 -4.941 6.460 6.000
F18 -5.135 7.552 5.218
C36 -6.159 6.211 6.886
F19 -6.476 7.312 7.610
F20 -7.232 5.983 6.072
C37 -6.041 4.999 7.828
O5 -5.649 5.271 9.179
C38 -4.260 5.390 9.410
F21 -3.589 4.965 8.316
F22 -3.968 4.505 10.392
C39 -3.849 6.798 9.859
F23 -4.194 7.734 8.950
F24 -2.505 6.880 10.015
H37 -4.753 5.610 5.339
H38 -7.048 4.584 7.921
H39 -5.450 4.190 7.390
H40 -4.327 7.054 10.807
F25 7.655 -0.442 -10.784
C40 8.118 -1.633 -10.365
F26 7.264 -2.568 -10.858
C41 8.194 -1.738 -8.841
F27 6.961 -1.661 -8.282
F28 8.664 -2.984 -8.537
C42 9.125 -0.726 -8.139
O6 8.514 0.443 -7.576
C43 8.283 1.537 -8.441
F29 8.931 1.336 -9.605
F30 8.883 2.602 -7.861
C44 6.792 1.838 -8.631
F31 6.126 0.775 -9.131
F32 6.611 2.857 -9.505
H41 9.096 -1.806 -10.821
H42 9.538 -1.249 -7.272
H43 9.997 -0.473 -8.748
H44 6.328 2.110 -7.680
F33 -4.505 5.255 -1.008
C45 -4.548 4.438 0.060
F34 -5.122 5.152 1.063
C46 -3.163 3.947 0.486
F35 -2.383 4.974 0.904
F36 -3.329 3.140 1.574
C47 -2.387 3.123 -0.564
O7 -1.402 3.818 -1.344
C48 -1.851 4.511 -2.490
F37 -3.124 4.162 -2.759
F38 -1.112 4.041 -3.521
C49 -1.657 6.028 -2.379
F39 -2.307 6.541 -1.314
F40 -2.147 6.657 -3.475
H45 -5.210 3.599 -0.170
H46 -1.804 2.389 0.000
H47 -3.051 2.522 -1.193
H48 -0.597 6.275 -2.281

=====

2.
# C49H50BN12O6Ti

A molecular structure, C49H50BN12O6Ti (ωB97M-V/def2-TZVPD, OMol25).

Results
energy above the lowest of the compared OMol25 structures with the same formula, charge and spin: 16.0 kcal/mol
multiplicity: 2
molecular weight: 961.7 g mol⁻¹

Element x y z (Å)
Ti1 0.022 -0.230 0.155
C1 3.543 -0.165 -3.837
C2 2.839 -1.223 -2.980
C3 3.425 -2.598 -3.309
C4 1.360 -1.174 -3.236
C5 0.751 -1.390 -4.481
C6 -0.586 -1.166 -4.252
N1 -0.747 -0.854 -2.961
N2 0.446 -0.858 -2.317
B1 -2.027 -0.303 -2.338
N3 -2.472 -1.180 -1.151
C7 -3.739 -1.426 -0.823
C8 -3.756 -2.280 0.260
C9 -2.408 -2.521 0.542
N4 -1.633 -1.840 -0.316
C10 -1.877 -3.439 1.612
C11 -0.876 -4.456 1.057
C12 -3.026 -4.176 2.305
N5 -1.799 1.180 -1.986
C13 -2.590 2.180 -2.390
C14 -1.962 3.370 -2.115
C15 -0.732 2.998 -1.550
N6 -0.652 1.667 -1.448
C16 0.381 3.949 -1.194
C17 0.207 5.283 -1.919
C18 1.753 3.357 -1.493
H1 4.595 -0.080 -3.560
H2 3.495 -0.441 -4.892
H3 3.073 0.813 -3.732
H4 3.015 -0.989 -1.926
H5 3.322 -2.803 -4.376
H6 4.487 -2.630 -3.065
H7 2.928 -3.410 -2.781
H8 1.228 -1.647 -5.409
H9 -1.435 -1.187 -4.911
H10 -2.917 -0.340 -3.145
H11 -4.542 -0.989 -1.389
H12 -4.617 -2.692 0.749
H13 -1.396 -2.819 2.375
H14 -1.204 -4.825 0.085
H15 0.125 -4.053 0.933
H16 -0.802 -5.310 1.731
H17 -3.607 -4.758 1.588
H18 -2.628 -4.861 3.053
H19 -3.702 -3.489 2.814
H20 -3.524 1.966 -2.878
H21 -2.307 4.360 -2.349
H22 0.323 4.159 -0.124
H23 0.133 5.133 -2.997
H24 -0.681 5.823 -1.591
H25 1.070 5.922 -1.726
H26 1.909 3.282 -2.572
H27 2.545 3.988 -1.084
H28 1.844 2.363 -1.071
O1 -3.823 1.913 0.505
C19 -4.109 1.690 1.816
C20 -5.289 2.184 2.371
C21 -5.573 1.990 3.709
C22 -4.680 1.300 4.519
C23 -3.514 0.807 3.967
C24 -3.205 0.980 2.615
C25 -1.935 0.420 2.091
O2 -1.647 0.559 0.850
N7 -1.158 -0.220 2.933
N8 -0.119 -0.728 2.190
C26 0.764 -1.450 2.769
C27 1.644 -2.197 1.867
C28 2.625 -3.068 2.320
C29 3.288 -3.846 1.384
C30 2.923 -3.749 0.050
C31 1.931 -2.851 -0.317
N9 1.319 -2.070 0.565
H29 -4.513 2.467 0.122
H30 -5.979 2.726 1.735
H31 -6.494 2.383 4.119
H32 -4.891 1.148 5.568
H33 -2.806 0.266 4.576
H34 0.800 -1.564 3.849
H35 2.852 -3.127 3.373
H36 4.064 -4.531 1.696
H37 3.388 -4.362 -0.707
H38 1.587 -2.755 -1.334
N10 5.166 7.693 6.809
C32 4.455 7.050 6.176
C33 3.567 6.246 5.386
C34 4.084 5.303 4.501
C35 3.233 4.534 3.732
C36 1.855 4.695 3.857
C37 1.336 5.633 4.744
C38 2.190 6.411 5.502
N11 0.984 3.907 3.085
C39 -0.295 4.227 2.668
C40 -0.701 3.191 1.890
N12 0.283 2.234 1.822
C41 1.270 2.690 2.540
H39 5.154 5.182 4.407
H40 3.641 3.829 3.024
H41 0.268 5.740 4.860
H42 1.792 7.138 6.194
H43 -0.767 5.155 2.926
H44 -1.626 3.074 1.351
H45 2.179 2.153 2.742
O3 2.904 0.179 1.999
C42 2.923 0.502 0.809
O4 1.909 0.472 0.021
C43 4.204 1.011 0.218
C44 4.273 1.442 -1.099
C45 5.456 1.950 -1.647
C46 6.544 1.999 -0.814
O5 7.805 2.443 -1.098
C47 8.553 2.306 0.110
O6 7.710 1.724 1.097
C48 6.482 1.567 0.504
C49 5.334 1.070 1.054
H46 3.379 1.392 -1.702
H47 5.510 2.293 -2.669
H48 8.874 3.297 0.446
H49 9.405 1.645 -0.073
H50 5.274 0.729 2.076

=====

no.,F_max (eV/A)
1,4.65
2,1.42